1.
47
Properties=species:S:1:pos:R:3:forces:R:3:mulliken_charge:R:1 method="wB97M-V/def2-TZVPD" largest_force_ev_per_a=3.09 total_charge=-1 spin_multiplicity=1 total_energy_ev=-30233.8545 lumo_ev=2.46 relative_energy_kcal_mol=15.65 homo_lumo_gap_ev=8.11
C -0.896234 -0.866979 0.462085 -0.076 2.090 0.069 -1.79
C -0.204234 -0.127979 1.592085 1.018 0.657 1.159 2.11
C 0.197766 -0.941979 2.838085 0.286 -0.028 -0.473 -1.58
O 0.910766 0.572021 1.178085 0.169 0.398 -1.235 -0.91
H -0.418234 -1.762979 0.146085 0.517 -0.526 -0.294 0.57
H -0.969234 -0.072979 -0.327915 0.275 -1.203 0.160 0.08
H -1.904234 -1.061979 0.747085 -0.944 -0.607 0.174 0.34
H -0.864234 0.678021 1.967085 -0.711 -0.516 0.050 -0.57
H 1.045766 -1.628979 2.702085 -0.092 0.360 -0.313 0.28
H -0.624234 -1.540979 3.082085 -1.405 -1.170 0.714 0.55
H 0.398766 -0.315979 3.712085 0.044 0.034 -0.218 0.37
O -1.304234 3.150021 3.034085 0.802 1.628 0.868 -0.63
H -1.967234 2.572021 2.742085 -1.313 -1.180 -0.880 0.28
H -0.490234 2.651021 3.081085 0.485 -0.061 0.079 0.45
O 0.969766 -2.553979 -1.813915 0.278 1.235 0.745 -0.66
H 0.984766 -2.785979 -2.718915 -0.197 -0.888 -1.560 0.31
H 1.381766 -1.661979 -1.855915 -0.307 -0.107 0.582 0.31
O 0.243766 -0.193979 -3.833915 0.317 -0.506 -1.531 -0.66
H 1.161766 -0.491979 -3.855915 -0.201 0.145 0.053 0.31
H 0.110766 0.092021 -2.945915 -0.142 0.280 1.193 0.37
O 3.174766 -0.416979 1.212085 0.685 -0.254 0.699 -0.79
H 3.428766 0.262021 0.603085 0.866 0.321 -0.773 0.31
H 2.245766 -0.090979 1.314085 -0.834 -0.002 0.440 0.43
O 2.691766 -2.933979 0.277085 0.043 -2.369 -1.337 -0.75
H 2.014766 -2.924979 -0.412915 0.254 -0.551 -0.098 0.40
H 2.461766 -2.175979 0.747085 0.162 2.366 1.550 0.27
O -2.985234 -0.769979 -2.580915 -1.705 -1.985 -0.457 -0.71
H -2.676234 -1.327979 -3.305915 -0.009 0.157 0.053 0.38
H -2.352234 -0.096979 -2.513915 1.598 1.527 0.267 0.37
O 1.309766 2.048021 3.392085 1.214 1.173 1.500 -0.83
H 1.035766 1.269021 2.923085 0.350 -0.758 -1.210 0.19
H 2.264766 1.932021 3.588085 -1.093 -0.014 -0.357 0.27
O -1.537234 1.519021 -2.323915 -0.886 -0.979 -0.077 -0.56
H -0.931234 2.216021 -2.342915 2.627 1.472 0.681 0.20
H -2.237234 2.007021 -2.731915 -1.565 -0.109 -0.445 0.18
O 0.332766 2.788021 -0.296915 -0.863 0.155 -2.022 -0.61
H 0.511766 2.024021 0.250085 0.304 -1.275 1.234 0.38
H 0.822766 3.495021 0.070085 0.635 1.037 0.700 0.20
O -2.573234 1.826021 0.343085 0.076 0.754 -1.295 -0.71
H -2.447234 1.052021 0.853085 -0.079 -1.204 1.100 0.39
H -1.975234 1.622021 -0.406915 -0.491 0.674 0.344 0.39
O 1.753766 0.242021 -1.434915 0.832 -1.504 -1.810 -0.78
H 1.413766 0.357021 -0.564915 -0.838 0.120 2.493 0.42
H 1.705766 1.093021 -1.824915 -0.023 1.345 -0.508 0.33
O -1.798234 -3.286979 -1.566915 -1.136 -0.849 -0.196 -0.66
H -2.453234 -2.590979 -1.680915 0.044 0.211 0.145 0.36
H -0.965234 -2.842979 -1.515915 1.026 0.506 0.039 0.39


2.
53
Properties=species:S:1:pos:R:3:forces:R:3:mulliken_charge:R:1 method="wB97M-V/def2-TZVPD" largest_force_ev_per_a=1.73 total_charge=-1 spin_multiplicity=1 total_energy_ev=-35870.4716 lumo_ev=2.50 relative_energy_kcal_mol=3.57 homo_lumo_gap_ev=8.88
C 0.643303 0.429430 0.198693 -0.500 0.362 0.013 -0.29
C 0.513016 -1.075924 0.293917 0.564 0.196 -0.017 0.27
O 0.394471 -1.481875 1.666759 0.394 0.136 0.676 -0.67
N -0.632160 1.136683 0.428635 -0.884 0.244 -0.683 0.31
C -0.726338 2.419692 -0.355349 1.733 -0.032 -0.019 -0.52
O 0.415259 3.202614 -0.208293 -0.016 -0.368 -0.172 -0.91
H 0.999141 0.700897 -0.795838 -0.101 -0.262 -0.037 -0.56
H 1.391114 0.814861 0.891229 0.230 -0.196 0.060 0.61
H -0.378989 -1.426690 -0.201153 -0.134 0.062 -0.408 -0.11
H 1.384261 -1.537717 -0.192755 -0.195 0.030 0.297 0.41
H 0.712932 -2.396459 1.771322 0.022 0.167 -0.466 0.38
H -0.704743 1.414597 1.398251 0.413 -0.035 0.167 0.19
H -0.853112 2.160461 -1.423947 -0.214 -0.084 0.255 0.28
H -1.575945 2.996713 -0.005523 -0.582 -0.215 0.146 0.31
H 1.039834 1.408232 -3.064256 -0.236 -0.337 -0.090 0.46
H -0.147852 0.352137 -3.064345 0.170 0.279 -0.320 0.40
O 0.607787 0.682451 -3.586739 -0.121 0.096 0.194 -0.89
H 0.896841 -0.195976 2.885267 -0.299 0.505 0.634 0.31
H 0.300236 0.861835 3.961507 -0.016 -0.645 -0.522 0.42
O 1.103715 0.542820 3.497879 0.521 -0.064 0.052 -0.82
H 1.774467 -0.637920 -3.390765 0.321 -0.029 0.095 0.46
H 3.016164 -0.780685 -2.468574 -0.397 -0.263 -0.183 0.42
O 2.416050 -1.304803 -3.048212 0.112 0.094 -0.067 -0.83
H -2.243304 -1.162814 -1.900814 0.346 0.390 0.197 0.38
H -1.480746 0.075216 -1.301186 -0.248 -0.167 0.042 0.30
O -1.662387 -0.397209 -2.132199 -0.117 0.057 -0.104 -0.86
H 1.106372 -2.375860 -2.575713 -0.151 -0.175 0.159 0.41
H -0.335436 -1.881285 -2.418914 0.457 -0.797 0.177 0.41
O 0.208485 -2.703750 -2.315324 -0.404 0.685 -0.137 -0.73
H -1.877652 -3.209655 -1.448662 -0.139 0.117 0.016 0.32
H -2.464893 -2.618864 -0.133628 0.025 -0.037 -0.439 0.49
O -2.624720 -2.692074 -1.108767 0.042 -0.346 0.180 -0.79
H 1.086349 2.437066 2.759800 -0.003 -0.109 -0.091 0.34
H 0.504080 3.297184 1.574382 0.091 -0.132 0.260 0.34
O 0.434976 3.124309 2.556707 0.064 0.461 -0.482 -0.82
H -2.463180 0.646230 1.263756 -0.090 -0.173 0.202 0.37
H -3.796875 1.115870 1.890969 0.251 -0.219 0.144 0.31
O -3.037805 0.536154 2.058423 -0.220 0.039 -0.820 -0.77
H 1.278177 2.825066 -1.119516 -0.273 0.213 0.156 0.32
H 2.345413 3.180328 -2.414436 -0.147 -0.102 0.126 0.20
O 1.943445 2.424307 -1.970256 0.157 0.265 0.087 -0.78
H -1.173663 -2.036701 1.723703 -0.440 0.045 -0.079 0.43
H -2.720926 -1.854472 1.864115 0.167 -0.005 0.057 0.26
O -2.048590 -2.465639 1.529764 -0.133 0.103 0.281 -0.73
H -0.865474 2.313312 3.386856 -0.188 -0.016 0.572 0.46
H -1.902771 1.212806 3.244191 -0.124 0.001 0.674 0.45
O -1.381998 1.667274 3.937454 0.129 0.317 -0.691 -0.85
H 0.324634 -3.684169 -0.273634 0.085 0.046 -0.203 0.39
H -0.587565 -4.095753 0.889463 0.261 0.003 -0.065 0.33
O 0.346745 -4.000981 0.642990 -0.315 -0.275 0.066 -0.76
H 3.129911 1.244627 -1.557904 0.136 -0.262 -0.204 0.42
H 3.661575 0.349253 -0.440647 0.132 -0.156 -0.062 0.31
O 3.708356 0.444844 -1.398682 -0.139 0.587 0.375 -0.77